C45H42BBaN10O2S4Se2 | ωB97M-V/def2-TZVPD

```
107
Properties=species:S:1:pos:R:3:forces:R:3:mulliken_charge:R:1
Ba -0.1560 -1.1133 -0.2985 0.2260 -0.2019 -0.5766 0.38
Se -2.8548 -1.0155 -3.2073 0.0669 -0.1213 0.0915 0.39
Se -3.9453 1.0182 -3.6292 -0.0513 0.1154 -0.0394 -0.18
S 1.7881 -3.2742 -1.3761 -0.0371 -0.0415 0.0727 -0.42
S -0.9633 -5.6133 -3.8359 0.0068 0.0753 -0.0710 -0.18
S -1.7192 -3.5270 -1.8661 0.0437 0.0747 0.0503 -0.42
S 1.8962 -5.4719 -3.3386 0.0128 0.1017 -0.1051 -0.13
O 0.8019 -7.1482 -5.0618 0.0170 0.1364 -0.1532 -0.68
O -1.2483 -2.3967 1.6981 -0.0807 0.0223 0.2086 0.20
N 2.0013 -0.4452 1.7511 0.0054 -0.0236 0.0634 0.09
N -1.7469 -3.7403 3.4546 -0.0239 -0.0223 0.0174 -0.26
N 1.9007 0.5380 -1.6717 -0.0948 0.1236 -0.0373 1.64
N 2.5331 0.7999 1.5712 -0.0397 -0.0011 0.0167 0.37
N -3.0502 -0.6907 -0.4399 -0.0737 0.0288 0.0934 1.43
N 0.9802 2.8956 0.9055 0.0139 0.0296 0.0200 1.73
N -1.4667 1.9543 -2.6283 0.0316 -0.0074 -0.0055 0.11
N -0.3523 2.6141 0.9618 -0.0137 0.0030 0.0441 -0.13
N 2.4389 1.5639 -0.9434 -0.0109 -0.0240 0.0165 0.22
N -1.8071 -4.5426 1.2812 0.0503 -0.0126 0.0175 -0.22
C 2.6641 -2.7354 4.5115 -0.0072 0.0011 -0.0054 -0.61
C -4.8762 -1.9279 -1.3557 -0.0106 0.0020 0.0134 -0.89
C 3.4200 2.1553 -1.6665 0.0063 -0.0006 -0.0054 0.69
C 2.4768 4.9336 1.2410 -0.0033 0.0011 0.0016 -1.23
C -4.5600 2.7455 0.7046 -0.0029 0.0075 0.0015 -0.49
C 0.8967 -4.3430 -2.4195 -0.0068 0.0336 -0.0164 0.14
C -0.0579 4.7685 1.4784 -0.0091 0.0071 0.0055 -1.31
C -3.2051 3.5947 -2.6920 0.0011 0.0056 -0.0049 -0.77
C 0.6228 -6.2420 -4.2779 -0.0380 -0.2941 0.3164 0.62
C -0.6357 2.9000 -2.1835 -0.0275 -0.0260 -0.0045 -0.36
C 1.9618 -4.9986 4.0988 -0.0270 0.0092 0.0101 -0.40
C 1.9638 -3.3857 2.3095 0.0120 0.0061 -0.0037 0.45
C 2.1392 -0.4939 -3.8461 0.0122 0.0072 0.0129 0.22
C -2.4526 3.7373 1.3446 0.0034 -0.0083 -0.0090 0.39
C 0.7958 -0.8180 -4.0190 0.0131 0.0208 0.0106 0.99
C -2.7139 2.3061 -2.8871 -0.0392 -0.0156 -0.0029 0.35
C -4.8212 -1.4381 0.9815 0.0053 0.0069 -0.0127 -0.76
C 2.4285 -2.4008 3.1776 0.0073 -0.0013 -0.0153 0.24
C -4.5368 4.7519 2.0215 0.0008 0.0025 -0.0055 -0.61
C 4.2065 3.3479 -1.2385 -0.0054 0.0037 -0.0006 -1.36
C 4.4243 2.1967 2.4946 -0.0199 0.0190 0.0160 -1.34
C -1.5766 -3.5158 2.1165 0.0573 -0.0157 -0.0784 0.35
C 2.5260 0.5060 -2.8373 0.0045 -0.0209 0.0672 -0.54
C -0.4317 -4.4297 -2.6401 -0.0110 0.0086 -0.0415 -0.28
C 1.3934 -2.5189 -5.6066 0.0002 -0.0273 0.0104 -0.52
C 2.4347 -4.0245 4.9696 -0.0301 0.0094 -0.0032 -0.65
C -0.9813 3.7234 1.2938 -0.0066 0.0028 0.0151 0.14
C 2.7106 -1.0334 2.7056 -0.0015 0.0262 -0.0173 -0.32
C -3.1754 2.7399 0.6884 0.0109 0.0052 0.0067 0.19
C 3.5823 0.9705 2.4067 -0.0119 0.0224 0.0121 0.54
C -2.3370 4.5604 -2.2175 -0.0051 -0.0019 -0.0202 -0.43
C 1.7287 -4.6732 2.7688 -0.0242 0.0001 -0.0035 -0.65
C -3.6782 -1.2355 -1.4762 0.0067 0.0022 -0.0238 -0.72
C -1.2949 -2.7460 4.4124 -0.0046 -0.0134 -0.0108 -0.56
C -5.2476 3.7531 1.3708 0.0021 -0.0027 0.0011 -0.73
C 2.7312 -2.1804 -5.4587 0.0066 0.0017 -0.0020 -0.71
C -5.4535 -2.0293 -0.1026 0.0057 0.0022 -0.0118 -0.48
C -3.1486 4.7433 2.0090 0.0029 0.0005 0.0033 -0.50
C -3.6198 -0.7889 0.7635 -0.0303 0.0038 0.0373 -0.49
C 0.4252 -1.8328 -4.8872 0.0050 -0.0117 0.0232 -0.53
C 3.7234 -0.1743 3.1582 0.0217 -0.0151 -0.0054 -1.19
C -1.0189 4.2124 -1.9661 0.0243 0.0169 -0.0209 -0.94
C 1.1733 4.2067 1.2177 0.0013 -0.0180 -0.0056 0.67
C 3.5107 1.5065 -2.8801 0.0020 -0.0059 -0.0181 -1.38
C 3.1037 -1.1718 -4.5829 -0.0035 -0.0138 -0.0139 -0.75
B 1.7715 1.6149 0.4728 0.0582 -0.0908 -0.0851 -0.51
H 3.2414 4.4031 1.8011 0.0215 -0.0121 -0.0056 0.06
H -0.2223 -2.8102 4.5992 0.0732 -0.0020 0.0014 0.10
H -2.1264 -5.4338 1.6121 -0.0187 0.0055 -0.0005 0.17
H -6.3305 3.7618 1.3792 -0.0004 0.0004 -0.0012 0.41
H 4.1515 -0.9403 -4.4314 -0.0036 -0.0034 0.0041 0.38
H 2.3247 5.8999 1.7207 0.0027 -0.0034 0.0081 0.43
H 1.8300 -3.1756 1.2547 -0.0134 0.0033 0.0004 0.31
H 2.6246 -4.2687 6.0078 -0.0012 0.0007 0.0000 0.36
H -3.0776 -0.3353 1.5854 -0.0111 0.0024 0.0028 0.42
H 4.5404 2.6801 1.5294 0.0184 -0.0131 0.0021 0.13
H -1.7403 -4.3653 0.2726 -0.0099 -0.0015 -0.0130 -0.18
H -6.3849 -2.5662 0.0269 -0.0010 -0.0015 -0.0005 0.42
H -0.2453 5.7985 1.7360 0.0001 0.0030 0.0035 0.41
H 4.4835 -0.3729 3.8959 -0.0009 0.0016 0.0011 0.56
H 2.8569 5.1216 0.2384 -0.0058 -0.0011 -0.0039 0.05
H 5.4187 1.9269 2.8488 -0.0071 0.0005 0.0137 0.44
H 4.1742 1.7482 -3.6944 0.0046 0.0019 0.0026 0.56
H -0.6187 -2.1056 -4.9855 0.0065 -0.0028 -0.0024 0.23
H 4.3087 3.4121 -0.1605 -0.0026 0.0147 -0.0110 0.14
H 0.3790 2.5804 -1.9903 0.0666 -0.0345 0.0229 0.67
H -2.6378 1.9710 0.1477 -0.0065 -0.0015 0.0052 0.33
H 1.3851 -5.4235 2.0667 -0.0007 0.0024 -0.0015 0.45
H -1.7014 -4.7010 3.7501 -0.0006 0.0012 0.0082 0.24
H -2.5994 5.5202 2.5277 0.0019 0.0000 0.0002 0.40
H -5.1011 1.9662 0.1803 -0.0020 0.0028 -0.0036 0.42
H 1.1075 -3.3313 -6.2630 -0.0011 0.0006 -0.0016 0.44
H -1.8367 -2.8792 5.3483 0.0071 -0.0089 -0.0027 0.35
H -1.5144 -1.7589 4.0155 -0.0002 0.0018 0.0089 0.13
H 0.8589 0.9200 0.2795 -0.0854 0.1470 0.1359 -1.33
H -4.2449 3.8203 -2.8900 -0.0016 -0.0002 0.0009 0.36
H -5.0646 5.5401 2.5445 -0.0001 0.0003 0.0007 0.38
H -0.3059 4.9281 -1.5797 -0.0028 -0.0076 0.0008 0.41
H 4.0061 2.9202 3.1974 -0.0133 0.0112 -0.0136 0.20
H 3.0214 -1.9737 5.1943 -0.0020 0.0000 0.0003 0.39
H -5.3244 -2.3774 -2.2295 0.0002 -0.0016 0.0000 0.51
H 3.7380 4.2720 -1.5841 0.0062 -0.0062 -0.0041 0.22
H 3.4900 -2.7284 -6.0034 -0.0015 0.0004 0.0004 0.36
H -2.6893 5.5683 -2.0349 -0.0007 -0.0002 0.0024 0.40
H -5.2361 -1.4903 1.9787 -0.0028 0.0019 -0.0014 0.52
H 0.0409 -0.2572 -3.4782 -0.0074 -0.0085 0.0047 0.07
H 5.2061 3.3025 -1.6698 -0.0005 -0.0012 -0.0034 0.43
H 1.7920 -6.0084 4.4529 0.0024 0.0003 -0.0021 0.40
```
Forces are in eV/Å.

Output
E_HOMO = -3.6 eV
gap between HOMO and LUMO = 5.55 eV
multiplicity = 1
total charge = -1


C20H25ClN4O5 | ωB97M-V/def2-TZVPD

```
55
Properties=species:S:1:pos:R:3:forces:R:3:nbo_charge:R:1
Cl -5.7585 1.5811 1.9553 -0.1012 0.0907 0.1976 0.02
O -6.2192 -2.9242 -0.4413 0.1540 0.0230 -0.1820 -0.49
O 0.4311 -1.4461 0.7512 -0.2848 0.0999 -0.0545 -0.63
O 5.6276 0.4583 1.2504 -0.2678 0.0411 0.0761 -0.66
O -0.6661 1.9937 -1.8029 -0.7124 0.2481 0.0225 -0.27
O -3.9078 2.0924 -0.1423 0.0070 -0.2182 0.1221 -0.49
N 7.7778 0.0611 0.7432 0.2032 0.1591 0.2140 -0.43
N 0.4172 1.2407 -1.4901 0.8697 -0.5496 -0.0065 -0.13
N 4.7040 -1.0152 -1.1140 0.2948 0.0785 0.1213 -0.45
N 2.3055 -0.2931 0.2581 0.0719 -0.0804 0.0929 -0.41
C -1.6391 1.7609 -0.9037 0.2644 -0.6380 0.7949 0.28
C -4.1398 -0.0800 -1.2681 -0.0338 0.1605 0.0343 -0.28
C -5.3702 0.4616 0.7029 0.3009 0.1550 -0.2689 -0.08
C -4.4391 0.8365 -0.2662 -0.2673 -0.0949 0.1805 0.31
C 6.4498 -0.0288 0.4946 0.1255 -0.0888 -0.1973 0.67
C 8.2251 0.7065 1.9594 -0.1700 0.1234 0.1921 -0.42
C 0.9767 -0.4819 0.2309 0.2910 -0.2234 0.1164 0.64
C -1.2035 0.8433 0.0053 -0.1170 0.5116 -0.4733 -0.32
C -2.9272 2.5060 -1.0531 0.1556 0.2699 -0.3643 -0.11
C 3.8790 0.0918 -1.5430 -0.1782 0.2191 0.1466 -0.22
C -5.6772 -1.6842 -0.3228 0.1598 0.2669 -0.0481 0.29
C -4.7492 -1.3181 -1.2958 -0.1998 -0.1396 0.1483 -0.23
C 0.1221 0.5506 -0.4169 -0.8235 0.5804 -0.4006 0.07
C 3.1580 -1.3196 0.8224 0.1156 -0.5426 0.2096 -0.26
C 8.8049 -0.5066 -0.0972 -0.0208 -0.2138 -0.2685 -0.41
C -5.9863 -0.7769 0.6856 -0.0342 -0.2497 -0.1087 -0.31
C 3.0699 0.7369 -0.4035 0.3022 0.5052 -0.4024 -0.26
C 6.0858 -0.7744 -0.7977 -0.2836 -0.0682 -0.1023 -0.30
C -7.1392 -3.3507 0.5358 -0.1130 -0.0627 0.1068 -0.25
C 3.9661 -1.9672 -0.3134 -0.1648 0.0232 0.2016 -0.22
H -2.7612 3.5658 -0.8272 -0.0292 -0.1765 -0.1202 0.22
H -7.4226 -4.3622 0.2500 -0.0153 0.0730 0.0681 0.20
H -3.4207 0.1589 -2.0345 0.0830 0.0341 -0.0701 0.23
H 3.7545 1.1703 0.3316 -0.1530 -0.0102 -0.1610 0.23
H 8.7949 -1.6001 -0.0645 0.0911 0.0161 -0.0332 0.20
H -6.6862 -3.3695 1.5318 -0.0158 0.0129 -0.0215 0.18
H -4.5103 -2.0266 -2.0717 0.0393 -0.0889 -0.1011 0.23
H 4.5052 0.8449 -2.0225 0.0003 0.0170 -0.0614 0.20
H -1.7173 0.4236 0.8426 -0.1754 -0.0962 0.1620 0.26
H 3.8301 -0.8519 1.5457 -0.1156 -0.0930 -0.0815 0.23
H -6.6946 -1.0073 1.4636 -0.0715 -0.0293 0.0679 0.23
H -3.2793 2.4321 -2.0927 0.0318 0.0187 0.1231 0.20
H 8.7736 0.0008 2.5867 0.0366 0.0210 0.0122 0.19
H 7.3462 1.0575 2.4963 0.1468 -0.0073 0.0071 0.25
H 3.2626 -2.4788 -0.9825 -0.0035 -0.0772 0.1119 0.20
H 4.6553 -2.7070 0.0963 -0.0042 -0.0566 -0.0185 0.20
H -8.0310 -2.7161 0.5520 0.0305 -0.0109 0.0111 0.18
H 8.6916 -0.1895 -1.1350 0.0844 -0.0380 0.0039 0.20
H 6.5136 -0.2095 -1.6342 0.1179 -0.0977 0.0586 0.22
H 3.1682 -0.2949 -2.2836 -0.0199 0.1240 -0.0293 0.20
H 9.7736 -0.1634 0.2599 -0.0219 -0.0059 -0.0377 0.21
H 2.4119 1.5007 -0.8115 0.1808 -0.0825 0.1006 0.24
H 8.8684 1.5571 1.7254 0.0342 -0.0141 0.0250 0.19
H 6.5830 -1.7506 -0.7702 0.1138 0.1034 -0.0609 0.21
H 2.5269 -2.0602 1.3147 0.0917 0.0786 -0.0556 0.24
```
Forces are in eV/Å.

Output
E_HOMO = -8.0 eV
gap between HOMO and LUMO = 8.60 eV
multiplicity = 1


CHFN2O | ωB97M-V/def2-TZVPD

```
6
Properties=species:S:1:pos:R:3:forces:R:3:nbo_charge:R:1
F -1.4792 -1.3841 0.1737 -0.1494 -0.6845 -0.0499 -0.33
O 1.8578 1.5247 1.1173 1.8691 3.0175 2.1434 -0.29
N 1.3326 0.6543 0.6147 -1.5814 -2.4508 -2.1627 0.48
N 0.8039 -0.1504 0.0513 0.4791 -0.5853 -0.1070 -0.11
C -1.2452 -0.2254 -0.3611 -1.0476 0.6707 -2.2814 0.20
H -1.2700 -0.4191 -1.5959 0.4302 0.0324 2.4576 0.06
```
Forces are in eV/Å.

Output
E_HOMO = -8.9 eV
gap between HOMO and LUMO = 8.88 eV
multiplicity = 1


C20H28EuN6OS | ωB97M-V/def2-TZVPD

```
57
Properties=species:S:1:pos:R:3:forces:R:3:mulliken_spin:R:1
Eu -1.5660 0.4089 -0.3758 7.5407 4.8917 2.5191 6.43
S -1.7434 -0.6105 1.8761 -5.4245 -4.5090 0.8544 -0.04
O 3.6974 -0.2628 3.7187 0.1496 -0.1177 -0.9037 0.00
N 4.0309 -0.4763 1.4379 -0.5068 -0.0495 1.0343 0.00
N -4.0251 -2.3778 1.8939 1.1101 1.3917 -0.9264 0.03
N -0.2290 0.6988 1.5324 5.2482 3.3001 1.8701 -0.02
N -3.0970 -0.4928 -1.1073 -4.3037 -3.1119 -0.7228 0.19
N -1.0810 1.4909 -2.1754 -0.0214 1.0305 -2.6846 0.18
N -3.7390 -1.3354 -0.2264 -1.5641 -1.5654 1.0087 -0.05
C -3.3011 -1.4968 1.0372 -0.5354 -0.5091 0.7825 0.08
C -1.2988 2.3481 -4.7926 1.4307 0.7148 1.0100 0.06
C -0.3937 1.8797 2.1704 0.3855 -0.3568 -0.1860 0.00
C 1.8094 1.8313 3.0828 -0.1451 0.1388 -0.0349 0.00
C -3.2053 -0.0876 -2.3555 1.0988 1.3594 -1.3021 0.17
C -2.2086 1.4631 -4.3370 -0.4026 -0.9410 1.5987 -0.02
C 3.7600 -0.0393 0.0611 -0.3278 0.1491 0.1708 0.00
C -4.8011 -4.2138 0.4452 -0.1076 -0.4282 -0.3871 0.01
C 2.0190 0.6236 2.4153 -0.8905 0.3980 -0.4513 0.00
C -4.3130 -0.6062 -3.2247 -0.1202 0.1852 -0.6972 -0.03
C 4.0376 1.4368 -0.1804 0.0888 0.2479 -0.1082 -0.01
C 5.2951 -1.1776 1.6779 -0.0171 -0.1597 0.3842 0.00
C 6.4828 -0.2362 1.7979 0.2325 0.1590 -0.1064 0.00
C -0.1396 2.4028 -2.6377 -1.6033 -0.6047 -1.6330 0.04
C 0.5815 2.4751 2.9561 0.1167 -0.4306 -0.0687 -0.01
C -0.2115 2.8436 -3.9038 -1.0899 -0.0939 -1.9389 0.10
C 0.9674 0.0819 1.6941 -0.5300 0.7064 -0.1943 -0.01
C 3.3046 -0.0783 2.5668 1.5394 -0.5671 0.0270 0.00
C -5.1816 -3.1453 1.4700 -0.3245 -0.2102 -0.1558 0.00
C -2.1169 0.9827 -2.9308 -1.8996 -1.0063 -1.1761 0.23
H -1.3567 2.7048 -5.8160 0.0370 -0.0195 0.1238 0.00
H 7.3827 -0.7952 2.0723 -0.0956 0.0638 -0.0245 0.00
H 1.0470 -0.8908 1.2179 0.0423 0.0196 -0.0066 0.01
H 0.6393 2.7443 -1.9667 -0.3403 -0.2505 -0.0093 0.01
H -4.3909 -3.7655 -0.4814 -0.2234 -0.2105 0.6184 0.00
H -3.7303 -2.4485 2.8790 -0.0194 0.3523 -1.2841 0.00
H 5.4563 -1.8988 0.8688 -0.1061 0.1732 0.0106 0.00
H -5.7027 -4.8024 0.1741 0.5095 0.2309 0.1212 0.00
H 2.5950 2.2595 3.7002 -0.0766 -0.1518 -0.1247 0.00
H -4.9418 0.2410 -3.5688 0.2406 -0.5549 -0.0055 0.01
H -5.6122 -3.6657 2.3532 0.2849 0.5394 -0.3876 0.00
H -5.9569 -2.4649 1.0566 0.4013 -0.3656 0.1900 0.00
H 0.3880 3.4142 3.4626 -0.0106 -0.1157 -0.0922 0.00
H -4.0442 -4.9011 0.8793 -0.4383 0.3684 -0.2791 0.00
H 2.7202 -0.2587 -0.1889 0.0389 0.0667 -0.0415 0.00
H 6.3084 0.5306 2.5595 -0.0392 -0.1837 -0.0605 0.00
H 4.3682 -0.6423 -0.6230 -0.0287 -0.0055 0.3246 0.00
H 3.8533 1.6834 -1.2310 -0.0113 -0.0222 0.1163 0.00
H -1.3669 2.3451 2.0386 0.0313 0.0009 0.0087 0.00
H -0.0387 1.7808 -0.8525 0.9326 -0.6046 3.1519 -0.39
H 3.3938 2.0769 0.4283 -0.0244 -0.1209 -0.0503 0.01
H 5.0740 1.6951 0.0506 -0.0710 -0.0772 -0.0216 0.00
H 6.6832 0.2691 0.8487 0.0152 -0.0347 0.0747 0.00
H 5.2127 -1.7611 2.6022 -0.1916 0.2259 -0.1839 0.00
H -3.8812 -1.1257 -4.1051 -0.4129 0.2935 0.3263 0.01
H -4.9559 -1.3226 -2.6704 0.5650 0.5225 -0.2020 0.00
H -2.9945 1.1119 -4.9970 0.0129 -0.0533 0.1615 0.01
H 0.5171 3.5559 -4.2776 -0.1488 -0.0977 -0.0370 0.01
```
Forces are in eV/Å.

Output
E_HOMO (alpha / beta) = -5.4 / -6.4 eV
gap between HOMO and LUMO (alpha / beta) = 5.47 / 6.49 eV
multiplicity = 8
expectation value of S² = 16.0568